No. 1
117
Properties=species:S:1:pos:R:3:lowdin_spin:R:1 method="wB97M-V/def2-TZVPD" charge=-1 spin_multiplicity=4 homo_lumo_gap_ev="5.128 / 4.570" de_lowest_kcal_mol=92.4 lumo_energy_ev="2.1 / 1.6"
C 2.581 -2.452 -1.166 -0.0001
C 2.600 -2.930 -2.296 0.0002
C 2.367 -3.631 -3.683 0.0000
C 1.626 -2.660 -4.709 0.0000
C 0.029 -2.887 -4.790 0.0001
Ga -0.855 -2.986 -2.897 0.0008
C -2.879 -2.597 -2.937 -0.0001
C -3.422 -1.510 -2.063 -0.0007
C -4.907 -1.277 -2.086 0.0001
C -5.813 -2.127 -2.951 0.0000
C -5.227 -3.198 -3.835 0.0000
C -3.745 -3.444 -3.830 0.0000
P -0.594 -5.151 -2.017 0.0005
O 0.698 -5.272 -0.894 0.0001
O -0.357 -6.214 -3.360 0.0002
H 2.612 -1.736 -0.316 -0.0003
H 1.846 -4.623 -3.559 0.0000
H 3.412 -3.831 -4.096 0.0000
H 1.882 -1.594 -4.389 0.0000
H 2.121 -2.798 -5.725 0.0000
H -0.149 -3.876 -5.310 0.0000
H -0.365 -2.000 -5.393 0.0000
H -0.176 -1.817 -2.033 0.0013
H -2.746 -0.902 -1.403 -0.0007
H -5.329 -0.479 -1.411 0.0000
H -6.919 -1.938 -2.935 0.0000
H -5.872 -3.846 -4.493 0.0000
H -3.248 -4.246 -4.444 0.0000
H 0.414 -4.714 -0.138 0.0000
H -1.152 -6.056 -3.915 0.0000
C -0.497 4.236 -0.909 0.0017
C -0.619 2.693 -1.068 0.0235
C 0.761 2.027 -0.876 0.0127
C 1.699 2.208 -2.062 0.0007
C 1.021 1.756 -3.351 0.0123
C -0.336 2.446 -3.585 0.0240
N -1.233 2.375 -2.391 0.3160
O -1.723 1.132 -2.324 0.5998
C -0.086 3.919 -3.984 0.0013
C -0.988 1.829 -4.842 -0.0009
C -1.502 2.258 0.124 -0.0008
H 0.543 4.571 -0.870 -0.0001
H -0.996 4.779 -1.715 0.0014
H -0.982 4.596 0.002 -0.0003
H 0.631 0.951 -0.709 0.0022
H 1.243 2.416 0.026 0.0011
H 2.023 3.251 -2.140 0.0002
H 2.607 1.619 -1.903 0.0006
H 1.691 1.949 -4.196 0.0011
H 0.888 0.669 -3.313 0.0022
H -1.030 4.463 -4.081 0.0012
H 0.421 3.979 -4.950 -0.0004
H 0.549 4.458 -3.280 0.0000
H -1.111 0.747 -4.763 -0.0006
H -0.369 2.006 -5.726 -0.0003
H -1.970 2.273 -5.033 0.0002
H -2.513 2.667 0.041 0.0002
H -1.076 2.609 1.066 -0.0003
H -1.577 1.170 0.204 -0.0006
C -7.102 0.389 5.322 0.0017
C -5.694 1.047 5.410 0.0243
C -5.775 2.534 5.004 0.0137
C -5.931 2.753 3.503 0.0007
C -4.839 2.012 2.740 0.0134
C -4.772 0.516 3.096 0.0246
N -4.728 0.274 4.573 0.3322
O -3.492 0.567 4.998 0.5815
C -5.990 -0.201 2.469 0.0013
C -3.564 -0.108 2.365 -0.0008
C -5.352 1.007 6.918 -0.0008
H -7.834 1.035 4.832 -0.0001
H -7.083 -0.564 4.791 0.0013
H -7.503 0.143 6.308 -0.0003
H -4.867 3.056 5.330 0.0025
H -6.606 3.021 5.525 0.0011
H -6.922 2.430 3.170 0.0003
H -5.868 3.822 3.282 0.0008
H -5.005 2.135 1.666 0.0010
H -3.876 2.491 2.953 0.0026
H -6.020 -1.253 2.767 0.0011
H -5.936 -0.178 1.378 -0.0004
H -6.945 0.256 2.731 0.0000
H -2.623 0.389 2.608 -0.0007
H -3.681 -0.031 1.282 -0.0003
H -3.462 -1.169 2.609 0.0002
H -5.247 -0.021 7.275 0.0002
H -6.143 1.484 7.501 -0.0003
H -4.429 1.546 7.145 -0.0006
C 8.180 0.981 0.799 0.0016
C 6.640 0.796 0.925 0.0242
C 6.203 0.962 2.396 0.0134
C 6.553 -0.229 3.278 0.0007
C 6.020 -1.520 2.667 0.0128
C 6.484 -1.729 1.215 0.0240
N 6.249 -0.528 0.354 0.3234
O 4.941 -0.481 0.070 0.5919
C 7.985 -2.102 1.219 0.0012
C 5.793 -2.992 0.655 -0.0007
C 6.051 1.990 0.138 -0.0008
H 8.678 1.017 1.771 -0.0001
H 8.648 0.191 0.209 0.0013
H 8.442 1.903 0.274 -0.0003
H 5.117 1.112 2.443 0.0026
H 6.649 1.867 2.820 0.0011
H 7.635 -0.291 3.429 0.0003
H 6.115 -0.089 4.272 0.0007
H 6.333 -2.367 3.287 0.0010
H 4.925 -1.502 2.711 0.0026
H 8.371 -2.180 0.199 0.0012
H 8.143 -3.071 1.698 -0.0004
H 8.607 -1.393 1.767 0.0000
H 4.705 -2.935 0.708 -0.0005
H 6.084 -3.878 1.226 -0.0003
H 6.075 -3.165 -0.387 0.0003
H 6.294 1.925 -0.925 0.0002
H 6.453 2.931 0.516 -0.0003
H 4.964 2.053 0.239 -0.0006

***

No. 2
161
Properties=species:S:1:pos:R:3:mulliken_charge:R:1 method="wB97M-V/def2-TZVPD" charge=-1 homo_lumo_gap_ev=3.848 lumo_energy_ev=1.2
C 15.005 1.074 0.226 -0.9266
C 13.689 1.700 -0.301 -0.6996
C 12.561 1.767 0.765 -0.0041
C 11.172 1.763 0.045 -0.7647
C 10.292 2.996 0.420 -0.7499
C 9.225 2.679 1.470 -0.6762
C 8.137 3.787 1.602 -0.5760
C 6.844 3.135 2.119 -0.7177
C 5.714 4.122 2.446 -0.8311
C 4.775 4.403 1.223 -0.8405
C 3.371 3.853 1.536 0.0213
C 2.264 4.298 0.541 -0.3778
C 0.927 4.482 1.320 -0.7590
C -0.325 4.300 0.425 -0.6698
C -1.241 3.120 0.858 -0.1085
C -2.709 3.469 0.523 -0.7031
C -3.754 2.550 1.231 -0.4824
C -4.958 2.329 0.264 -0.1851
N -6.176 1.973 0.963 -0.7388
C -6.543 0.631 0.779 1.3689
C -6.572 -0.156 2.147 0.0226
O -5.892 -1.075 2.422 -0.5225
I -8.100 0.620 3.575 -0.2310
H 14.760 0.347 1.008 0.2119
H 15.556 0.542 -0.556 0.3632
H 15.640 1.873 0.625 0.1712
H 13.893 2.729 -0.632 0.2587
H 13.352 1.138 -1.178 0.4428
H 12.684 2.629 1.425 0.0870
H 12.676 0.845 1.352 0.2159
H 11.382 1.874 -1.024 0.3857
H 10.683 0.815 0.283 0.3537
H 10.989 3.769 0.774 0.2961
H 9.839 3.368 -0.507 0.4588
H 9.698 2.526 2.448 0.1872
H 8.679 1.771 1.174 0.3885
H 8.540 4.518 2.318 0.2764
H 7.999 4.322 0.653 0.3442
H 6.541 2.379 1.383 0.3485
H 7.120 2.594 3.038 0.3995
H 5.088 3.634 3.208 0.3754
H 6.061 5.057 2.900 0.4797
H 4.724 5.491 1.093 0.3330
H 5.197 3.931 0.327 0.3480
H 3.428 2.756 1.539 -0.3472
H 3.084 4.248 2.521 0.4039
H 2.112 3.467 -0.160 0.0864
H 2.510 5.225 0.012 0.4097
H 0.927 3.811 2.184 0.3874
H 0.932 5.515 1.699 0.1822
H -0.073 4.235 -0.641 0.3386
H -0.942 5.202 0.544 0.5145
H -1.138 2.902 1.925 0.3069
H -1.005 2.231 0.259 0.0517
H -2.967 4.502 0.788 0.3481
H -2.853 3.315 -0.558 0.1771
H -3.322 1.594 1.553 0.2631
H -4.134 3.100 2.099 0.2420
H -5.129 3.286 -0.266 0.3044
H -4.633 1.580 -0.487 -0.1581
H -5.918 0.060 0.062 -0.8088
H -7.613 0.592 0.437 -0.1232
C -4.322 -2.074 -2.100 0.0531
C -5.078 -2.388 -3.369 -0.1722
O -5.317 -1.103 -3.973 -0.2634
S -4.102 -0.124 -3.631 1.1821
O -3.195 -0.122 -4.733 -0.5998
O -4.628 1.079 -3.103 -0.5130
O -3.446 -0.988 -2.459 -0.2745
H -4.991 -1.726 -1.310 -0.0631
H -3.748 -2.923 -1.736 0.3040
H -6.010 -2.901 -3.179 0.3198
H -4.472 -2.977 -4.060 0.0901
C 2.657 -1.122 4.579 -0.3860
C 2.697 0.227 5.267 -0.3901
O 2.888 1.166 4.208 -0.3233
S 2.157 0.624 2.872 1.1590
O 0.886 1.239 2.775 -0.4864
O 3.086 0.625 1.809 -0.5258
O 1.944 -0.893 3.362 -0.3168
H 3.662 -1.471 4.327 0.2707
H 2.151 -1.878 5.175 0.3183
H 3.503 0.302 5.993 0.3079
H 1.746 0.451 5.756 0.3177
C -10.153 -2.399 2.351 -0.1863
C -11.198 -2.821 3.357 -0.1647
O -12.324 -3.231 2.561 -0.3395
S -11.789 -3.870 1.191 1.0814
O -11.772 -5.286 1.325 -0.5740
O -12.445 -3.220 0.116 -0.5401
O -10.286 -3.343 1.275 -0.1808
H -10.355 -1.401 1.961 0.1682
H -9.145 -2.426 2.757 0.2397
H -11.477 -2.015 4.030 0.2909
H -10.863 -3.681 3.942 0.1820
C -3.326 0.561 -8.068 -0.1456
C -4.808 0.839 -7.996 -0.2837
O -5.153 1.283 -9.320 -0.3274
S -4.223 0.539 -10.391 1.0953
O -4.932 -0.569 -10.924 -0.5393
O -3.630 1.520 -11.226 -0.5419
O -3.123 -0.016 -9.369 -0.3427
H -2.744 1.483 -8.009 0.2743
H -2.997 -0.123 -7.291 0.2113
H -5.056 1.598 -7.260 0.2920
H -5.375 -0.070 -7.784 0.3100
C -3.429 -6.964 -5.308 -0.3267
C -4.827 -7.507 -5.520 -0.3434
O -5.436 -7.447 -4.226 -0.3337
S -4.858 -6.187 -3.419 1.1172
O -5.761 -5.102 -3.553 -0.4146
O -4.397 -6.635 -2.157 -0.6012
O -3.593 -5.898 -4.367 -0.2983
H -2.773 -7.715 -4.863 0.2866
H -2.983 -6.593 -6.227 0.3072
H -4.827 -8.527 -5.895 0.3172
H -5.402 -6.871 -6.197 0.2721
C 3.113 -0.766 -3.164 -0.4087
C 1.660 -1.188 -3.240 -0.3538
O 1.192 -1.109 -1.893 -0.3266
S 1.956 0.087 -1.126 1.3157
O 1.134 1.241 -1.153 -0.5514
O 2.504 -0.416 0.078 -0.6053
O 3.139 0.289 -2.201 -0.3318
H 3.745 -1.579 -2.799 0.2934
H 3.493 -0.414 -4.120 0.3093
H 1.537 -2.196 -3.627 0.3259
H 1.075 -0.492 -3.847 0.2986
C 15.694 2.824 5.228 -0.4033
C 14.852 3.459 4.143 -0.3550
O 14.394 2.357 3.354 -0.1948
S 14.188 1.072 4.293 1.0877
O 12.819 0.983 4.649 -0.5364
O 14.898 -0.015 3.727 -0.5419
O 15.003 1.619 5.567 -0.3137
H 16.686 2.558 4.858 0.2885
H 15.794 3.462 6.103 0.3183
H 15.416 4.158 3.530 0.3433
H 13.979 3.966 4.560 0.2827
C -7.358 -6.146 4.636 -0.3401
C -8.753 -6.693 4.424 -0.0502
O -9.350 -6.665 5.729 -0.3136
S -8.768 -5.418 6.555 1.0912
O -9.686 -4.341 6.452 -0.4936
O -8.290 -5.887 7.804 -0.5519
O -7.520 -5.102 5.602 -0.2924
H -6.692 -6.902 5.057 0.2855
H -6.923 -5.751 3.721 0.3388
H -8.751 -7.705 4.027 0.2922
H -9.340 -6.048 3.766 0.0354
C -9.079 0.333 -1.888 -0.1990
C -9.420 0.313 -3.363 -0.4609
O -8.997 -0.983 -3.812 -0.3053
S -9.188 -2.044 -2.625 0.9862
O -10.413 -2.730 -2.819 -0.5816
O -7.956 -2.726 -2.439 -0.5765
O -9.376 -0.998 -1.433 -0.0834
H -8.016 0.522 -1.725 0.1314
H -9.662 1.062 -1.333 0.3992
H -8.909 1.095 -3.918 0.3340
H -10.497 0.394 -3.526 0.2914

***

No. 3
143
Properties=species:S:1:pos:R:3:mulliken_charge:R:1 method="wB97M-V/def2-TZVPD" charge=+1 homo_lumo_gap_ev=8.905 lumo_energy_ev=-2.3
C 0.584 -3.001 1.959 -1.1032
C 1.861 -2.477 1.258 -0.9172
N 1.703 -1.096 0.822 0.1838
C 1.276 -0.807 -0.363 -0.0050
N 0.950 -1.739 -1.291 0.1419
C -0.499 -1.574 -1.591 0.3664
C -1.128 -2.703 -2.372 -0.5526
C -2.479 -2.993 -1.796 -0.1866
C -3.580 -3.359 -2.780 -1.0682
O -3.481 -2.114 -2.122 -0.1009
O -0.644 -0.376 -2.256 -0.6807
C -0.241 0.737 -1.470 1.2091
C -1.369 1.112 -0.507 -0.6409
C -2.750 1.173 -1.151 -1.1368
C -3.155 2.502 -1.781 -0.4547
Br -5.008 2.917 -1.280 -0.2042
C -0.042 1.829 -2.542 -1.6820
C 0.080 3.290 -2.121 -0.2771
O -0.422 4.090 -2.861 -0.6096
N 0.703 3.750 -0.917 0.8562
C -0.121 4.841 -0.356 -1.0128
C 2.029 4.305 -1.228 -1.2147
N 1.053 0.533 -0.745 1.2177
Si 2.076 0.258 2.018 0.5232
C 2.638 -0.513 3.630 -1.3692
C 0.559 1.264 2.438 -0.6361
C 3.477 1.309 1.361 -0.8714
H 0.872 -3.563 2.834 0.2791
H -0.070 -2.179 2.218 0.3348
H 0.081 -3.696 1.298 0.3373
H 2.099 -3.162 0.455 0.3695
H 2.673 -2.556 1.961 0.4840
H 1.245 -2.687 -1.071 -0.1840
H -1.016 -1.487 -0.634 0.2507
H -1.313 -2.401 -3.394 0.4346
H -0.574 -3.630 -2.295 -0.2283
H -2.501 -3.466 -0.832 0.6370
H -4.083 -4.146 -2.254 0.4515
H -3.073 -3.456 -3.720 0.3790
H -1.139 2.003 0.058 0.6767
H -1.429 0.312 0.228 0.2008
H -2.902 0.377 -1.868 0.0391
H -3.456 0.986 -0.354 0.8471
H -2.585 3.353 -1.454 -0.0871
H -3.188 2.434 -2.855 0.4675
H -0.906 1.763 -3.184 0.2855
H 0.827 1.498 -3.112 0.7781
H 0.011 5.758 -0.916 0.5194
H -1.165 4.558 -0.332 0.2090
H 0.201 4.969 0.671 0.1173
H 2.656 3.568 -1.704 0.0412
H 1.919 5.163 -1.889 0.4674
H 2.500 4.606 -0.304 0.4338
H 1.820 0.793 -1.359 -0.3595
H 1.778 -0.924 4.151 0.3294
H 3.024 0.265 4.265 0.4154
H 3.379 -1.297 3.526 0.4034
H 0.733 1.674 3.426 0.5850
H 0.542 2.105 1.753 -0.1637
H -0.361 0.698 2.411 0.2669
H 3.128 2.274 1.036 0.0829
H 4.193 1.453 2.160 0.3671
H 3.978 0.784 0.554 0.2749
Br -4.196 -6.052 1.555 -0.1279
C -6.092 -6.225 1.137 -0.6504
C -6.862 -4.987 1.507 -0.1450
Br -7.144 -4.870 3.429 -0.1532
H -6.446 -7.109 1.655 0.3461
H -6.138 -6.392 0.063 0.4192
H -7.857 -5.021 1.066 -0.0291
H -6.363 -4.072 1.206 0.3562
Br 0.962 7.258 1.964 0.0160
C 0.034 8.953 2.189 -0.4113
C -0.832 9.283 1.004 -0.6184
Br 0.230 9.881 -0.512 -0.1425
H 0.809 9.683 2.375 0.0362
H -0.573 8.835 3.084 0.4055
H -1.495 10.111 1.241 0.3997
H -1.417 8.437 0.661 0.3502
Br 6.778 5.095 2.634 -0.1278
C 6.410 5.023 4.543 -0.3655
C 5.311 4.042 4.850 -0.5694
Br 3.570 4.767 4.370 -0.1079
H 6.167 6.034 4.856 0.1506
H 7.341 4.710 5.010 0.3597
H 5.260 3.840 5.917 0.3641
H 5.429 3.108 4.309 0.2992
Br -1.673 -8.906 2.745 -0.1080
C -3.279 -9.931 2.356 -0.4393
C -3.201 -10.607 1.014 -0.5770
Br -3.469 -9.347 -0.446 -0.1327
H -4.112 -9.240 2.429 0.1946
H -3.350 -10.671 3.149 0.3416
H -3.996 -11.342 0.912 0.3463
H -2.243 -11.084 0.842 0.3725
Br 3.379 1.603 -3.501 0.0348
C 4.908 2.709 -3.992 -0.6658
C 6.198 2.070 -3.562 -0.4307
Br 6.464 2.240 -1.644 -0.1242
H 4.746 3.680 -3.535 0.3946
H 4.858 2.805 -5.074 0.4302
H 7.043 2.573 -4.024 0.3660
H 6.242 1.011 -3.791 0.2134
Br 1.647 -6.812 1.792 -0.1346
C 2.421 -7.411 0.110 -0.5750
C 3.070 -6.262 -0.617 -0.6494
Br 1.736 -5.122 -1.477 -0.0698
H 1.630 -7.881 -0.465 0.3978
H 3.162 -8.157 0.385 0.3751
H 3.703 -6.608 -1.429 0.4176
H 3.649 -5.633 0.050 0.3746
Br -6.176 -1.916 -4.033 -0.1557
C -6.324 -0.086 -3.386 -0.1280
C -6.289 0.915 -4.511 -0.5702
Br -4.487 1.151 -5.204 -0.1500
H -5.519 0.060 -2.675 -0.1423
H -7.279 -0.037 -2.868 0.4028
H -6.591 1.895 -4.150 0.3340
H -6.911 0.628 -5.351 0.4305
Br 7.731 -1.287 -2.803 -0.1235
C 8.698 -1.925 -4.372 -0.5941
C 9.558 -0.861 -4.993 -0.5701
Br 8.512 0.411 -6.030 -0.1420
H 7.956 -2.316 -5.060 0.3742
H 9.317 -2.740 -4.006 0.3516
H 10.248 -1.306 -5.706 0.3513
H 10.113 -0.289 -4.258 0.3758
Br -10.101 -7.933 2.299 -0.1121
C -10.858 -6.154 2.514 -0.4456
C -11.693 -5.755 1.329 -0.5748
Br -10.582 -5.264 -0.193 -0.1553
H -10.024 -5.479 2.681 0.1869
H -11.466 -6.206 3.414 0.3640
H -12.279 -4.868 1.559 0.3532
H -12.352 -6.549 0.994 0.3840
Br 5.155 9.055 5.188 -0.1337
C 4.535 9.977 3.590 -0.5041
C 3.700 11.185 3.927 -0.5963
Br 1.916 10.674 4.512 -0.1248
H 3.991 9.246 3.001 0.2780
H 5.436 10.276 3.059 0.3560
H 3.552 11.800 3.042 0.3566
H 4.128 11.789 4.719 0.3999